C46H94B7F28N14O2 | ωB97M-V/def2-TZVPD

The geometry in XYZ format:
```
191
C46H94B7F28N14O2 | OMol25 | ωB97M-V/def2-TZVPD
H -1.3020 4.7512 8.1884
H 1.5321 3.4647 -5.9135
F -4.2860 -1.8875 2.2768
C 1.6390 1.5895 8.5244
H 7.1007 -0.9635 1.8692
F -2.4470 4.9596 -4.0922
H -2.0744 -0.6753 2.9539
H -0.5509 2.6080 9.1531
F -1.7669 -2.7942 -3.4121
F -5.4302 -1.4101 0.3100
F -1.2962 3.0895 -4.6018
C -7.4520 4.5525 -4.6298
C 6.5390 -0.0387 1.9724
H 0.0637 0.3407 -9.8238
C -1.6251 -0.9039 -1.0591
C -0.3811 -4.8505 6.2565
C 2.0447 -4.3082 -3.1049
H -3.0823 -0.8744 0.6703
F -3.6376 -0.0664 4.4229
H 3.5938 5.1671 0.1163
N -7.3269 3.3300 -3.8615
H 0.9245 1.1044 -3.7010
H -8.1993 4.4082 -5.4019
F -3.7177 -2.0192 5.6282
F 3.8029 0.6974 -2.5108
H 2.9007 -6.3843 -3.0222
H -7.7438 0.2580 -2.8680
F 1.9013 1.1353 2.5072
H 3.9251 1.5793 0.2850
B -2.6058 3.5843 -4.3960
H -1.4974 -9.8066 -4.3770
N -0.2953 -0.5830 -0.9632
B 1.0893 2.2936 2.5486
H 1.5964 -4.0753 3.8263
H 2.6057 1.0842 8.4794
H 0.2323 -10.2362 -3.9821
C 1.5831 -6.7821 8.4313
C 0.4017 0.8596 -2.7842
H 3.3371 7.8903 -1.1172
N 1.1795 1.8377 7.0964
H 0.4880 -1.3630 -2.6760
H 7.1957 0.1388 3.9749
C 0.0054 1.1986 -6.7260
H 6.9082 0.2207 -0.5416
B -4.9317 -2.4141 1.1632
F -4.1892 1.3600 1.4739
C -0.3348 1.8588 7.1227
H -1.2177 -4.7200 6.9235
N 0.5878 -5.7629 6.4317
H 1.0993 -3.7724 -3.1802
F -4.9692 -0.2115 6.2721
C 0.6460 -0.4742 -2.0653
F -2.6453 -0.0927 6.4371
H 1.8676 -8.5392 -3.7324
H -0.3534 -10.0309 -5.6463
H 5.1621 -0.1533 4.9684
H 6.2342 -1.3218 -0.2610
F -3.0437 -1.3065 -4.6702
C -0.1877 -6.1075 -4.2377
H 1.7659 -5.9821 -1.8087
F 0.5319 2.4823 3.7888
H 1.3221 3.6326 5.8855
F -3.9399 -3.1292 0.4053
H -1.7524 -2.7363 5.3646
H -1.0063 3.0339 -0.1419
C -5.0999 -0.2540 -2.1405
C 4.7128 1.4273 1.0148
H -0.3549 -0.3409 3.0435
H 3.7505 2.1245 -7.5748
C -6.3289 3.0529 -3.0226
N -0.4601 0.4709 -7.7605
C 1.5729 -5.5380 5.4873
F 2.9167 -0.4815 -4.2952
C -0.9924 2.7537 8.1654
C -1.6187 -0.4142 -7.7208
H 2.4335 -6.1807 5.5618
H -2.4527 0.1240 -7.2757
C 1.1168 4.7262 -0.4890
C -1.2049 3.7369 -0.9465
F 5.0779 -0.7904 -3.6396
N 5.3606 0.0679 1.0178
B -3.7436 -0.6212 5.7149
B -1.9133 -2.0963 -4.6496
H 5.2800 -0.0439 -1.1337
F 0.1417 2.2934 1.5501
H -0.6130 2.1695 6.1143
H 2.9003 3.0420 6.7152
H -1.9535 4.4942 -0.7348
H 3.7899 7.6920 0.4458
F 1.9823 3.4134 2.3803
H 3.6397 -0.5246 2.2600
H -1.4851 3.1656 -1.8295
C 4.2700 -0.8873 1.4550
F -3.3626 3.4794 -5.5562
C 6.2480 0.2644 3.4327
H -0.1386 -2.1518 4.8887
H 2.7365 -3.8729 -2.3890
C -2.1065 -0.7997 0.2093
C 2.0775 2.6115 -6.3210
F -5.4956 3.1886 1.0671
N 0.9786 -6.5593 -3.6362
H -0.6352 0.8162 7.2290
H 1.7178 -7.6813 9.0387
C 1.5190 5.5591 -2.4779
H 0.8065 -7.8329 6.7792
H -5.4578 3.6491 -2.7952
H 1.1492 0.5181 5.2611
N 1.1351 1.8183 -7.1024
C -0.8068 -7.1616 -4.8273
C 1.2726 1.5947 -8.4877
H 4.8058 -1.7992 1.7026
H -0.4431 1.2241 -5.7427
H -4.6690 -0.2173 -3.1468
H 3.5933 -0.9207 0.5992
C 0.5761 -6.9309 7.3486
N -1.1045 -0.4750 1.0628
H 2.4803 -4.1383 -4.0937
H -2.0116 -1.0363 -2.0544
H -1.4181 -1.3305 -7.1680
F -3.2901 2.9408 -3.3416
H 1.7218 2.5054 9.0945
H -0.3502 4.7181 -3.3713
C 0.2851 0.7485 -8.8528
C -1.2609 -0.1147 2.4855
N 0.0710 4.4057 -1.2774
H 0.9955 0.8424 8.9853
F -5.1174 2.5311 3.2285
H 2.1064 6.0584 -3.2309
H 0.9746 -0.1099 0.7441
C -5.5235 1.1635 -1.6780
H 6.1002 1.3439 3.5722
F -0.7951 -1.2210 -4.7372
H 1.6978 -0.5493 -1.7889
H -1.5880 0.9230 2.5088
O 5.2215 -0.4607 4.0604
H -0.6648 1.0256 -2.9603
C -8.1373 2.2121 -3.9953
H 2.3952 2.0484 -5.4432
H 4.0188 5.7603 -1.5081
C 0.0085 -0.3045 0.3136
H -1.1825 -3.0076 3.7391
C 3.3075 5.8418 -0.6879
H 4.1120 3.4668 -6.4231
C 1.8244 3.1603 6.7295
H 1.1333 4.5315 0.5751
C 1.0171 -7.8872 -3.8422
B -4.5535 2.6119 1.9404
C 3.3745 3.0196 -7.0774
H -2.0546 2.5227 8.2259
H 1.4652 3.8509 7.4944
C 0.3596 4.8654 -2.5708
C 1.1649 -4.5360 4.6974
F -1.9908 -3.0521 -5.6920
O -0.7508 4.0971 7.7504
H -5.9083 -0.9774 -2.0851
H -5.9745 1.1051 -0.6816
H 7.1513 0.7998 1.6394
F 4.4371 1.1263 -4.7421
H -1.8765 -0.6881 -8.7417
C 3.0508 7.2870 -0.2476
F -5.9632 -3.3024 1.4481
F -3.3112 3.3050 1.9719
H -7.6185 5.4914 -4.0998
C 5.9613 -0.2671 -0.3107
H -6.4357 4.7211 -4.9996
H -0.4241 -7.0667 7.7533
C 1.7058 0.7679 6.1579
H 1.1963 -6.0714 9.1674
C -0.4446 -9.6769 -4.6179
H -0.3931 -5.0463 -4.2436
H 2.6143 -6.5401 8.1743
B 4.0542 0.1672 -3.8205
H 0.5773 1.5862 -1.9815
H 2.7909 0.7953 6.1218
H 3.1270 3.6653 -7.9230
H 2.1024 2.0301 -9.0101
H 2.0309 7.5418 0.0186
H 1.5677 -0.1218 6.7881
N 2.0635 5.3072 -1.2559
H 5.4639 2.2078 0.8588
N -0.0822 -8.2700 -4.5197
N -0.0111 -4.0531 5.2408
H -9.0116 2.1790 -4.6174
C 1.9826 -5.8165 -2.8676
C -7.5899 1.2928 -3.1311
C -0.8600 -2.9700 4.7794
H -4.2624 -0.7131 -1.6247
N -6.4729 1.8294 -2.5445
H 4.4775 1.5933 2.0635
H -4.7500 1.8759 -1.3899
H -1.7490 -7.1773 -5.3478
```

Output
- Charge: +1
- Highest occupied orbital energy: -9.73 eV
- Orbital gap: 7.13 eV
- F_max: 3.167 eV/Å
- Total energy: -155040.8078 eV